Record 1
{"formula": "C6H9N", "method": "wB97M-V/def2-TZVPD", "smiles": "C=N[C@H]1CC12CC2", "energy_ev": -7852.9341, "elements": ["C", "N", "C", "C", "C", "C", "C", "H", "H", "H", "H", "H", "H", "H", "H", "H"], "xyz": [[0.0648, -0.7127, 2.2353], [-0.5290, -1.4700, 1.4091], [0.2566, -1.0960, 0.2176], [-0.8170, -1.0466, -0.8315], [-0.0776, 0.1848, -0.5092], [-0.3711, 1.6303, -0.3454], [0.6513, 1.1536, -1.3615], [-0.4931, 0.0406, 2.7703], [1.1526, -0.7415, 2.3524], [1.2784, -1.4602, 0.0875], [-1.8187, -1.1160, -0.4025], [-0.6148, -1.6678, -1.6798], [0.0118, 2.1439, 0.5356], [-1.3185, 2.0183, -0.7142], [0.3723, 1.1926, -2.4143], [1.7003, 1.3488, -1.1590]], "forces_ev_per_a": [[-0.26, 0.15, 1.11], [0.35, 1.41, 0.63], [-0.25, -0.92, -0.91], [-0.02, -0.25, -0.75], [0.06, -0.14, -0.06], [-0.14, -0.02, 0.17], [0.22, -0.08, -0.06], [-0.24, -0.39, 1.50], [0.30, 0.81, -0.49], [-0.37, -0.40, -0.22], [0.40, -0.20, -0.26], [-0.14, 0.27, -0.87], [-0.06, -0.15, -0.13], [0.16, -0.11, 0.08], [0.10, -0.01, 0.25], [-0.12, 0.04, 0.00]], "nbo_charge": [0.05, -0.46, -0.08, -0.39, -0.12, -0.40, -0.40, 0.16, 0.13, 0.21, 0.24, 0.21, 0.21, 0.22, 0.21, 0.21]}

Record 2
{"formula": "C6H9N", "method": "wB97M-V/def2-TZVPD", "smiles": "Cc1cc[nH]c1C", "energy_ev": -7854.4377, "elements": ["C", "C", "C", "C", "N", "C", "C", "H", "H", "H", "H", "H", "H", "H", "H", "H"], "xyz": [[0.3546, 2.0883, 1.0345], [0.2040, 0.8644, 0.1500], [-0.3271, 0.9344, -1.1533], [-0.2359, -0.3198, -1.7430], [0.4374, -1.0797, -0.8892], [0.6333, -0.4978, 0.3644], [-0.3027, -1.8767, 0.8604], [0.9475, 2.8817, 0.5470], [0.8620, 1.8487, 1.9717], [-0.6156, 2.5412, 1.2743], [-0.6949, 1.8071, -1.6761], [-0.6227, -0.7273, -2.6613], [0.8711, -1.9635, -1.0575], [-0.9160, -1.4588, 1.6303], [0.4154, -2.6201, 1.1879], [-1.0103, -2.4220, 0.1600]], "forces_ev_per_a": [[-0.10, -0.26, 0.13], [-0.49, -0.39, -0.03], [0.04, 0.19, 0.04], [0.65, 0.18, -0.41], [0.82, 0.70, -1.80], [-1.59, -1.29, -0.68], [0.45, 0.63, 1.44], [-0.17, -0.45, 0.02], [-0.10, -0.05, -0.08], [0.11, -0.15, -0.01], [-0.01, 0.03, 0.21], [0.25, 0.27, -0.29], [-0.48, -0.46, -0.32], [-0.15, -0.26, 0.95], [-0.11, 0.00, 0.52], [0.88, 1.31, 0.31]], "nbo_charge": [-0.63, -0.06, -0.30, -0.05, -0.46, -0.03, -0.58, 0.22, 0.22, 0.21, 0.22, 0.21, 0.41, 0.22, 0.21, 0.19]}

Record 3
{"formula": "C6H9N", "method": "wB97M-V/def2-TZVPD", "smiles": "[H]/N=C(/C#C)CCC", "energy_ev": -7855.6704, "elements": ["H", "N", "C", "C", "C", "C", "C", "C", "H", "H", "H", "H", "H", "H", "H", "H"], "xyz": [[0.0113, -2.3175, -1.4562], [0.7648, -1.9915, -0.8537], [0.7602, -0.7422, -0.6384], [1.8547, -0.1506, 0.0599], [2.7378, 0.3762, 0.6758], [-0.2641, 0.2639, -1.1504], [-0.8750, 0.9665, 0.0509], [-1.3529, -0.1050, 1.1209], [3.5055, 0.8378, 1.2270], [-1.0325, -0.2740, -1.7098], [0.2302, 0.9935, -1.8032], [-1.7322, 1.5563, -0.2491], [-0.1192, 1.6006, 0.5261], [-2.1883, -0.6742, 0.7157], [-1.7070, 0.4462, 1.9891], [-0.5934, -0.7859, 1.4955]], "forces_ev_per_a": [[-0.25, 0.33, 0.17], [0.46, -0.26, 0.15], [-0.52, -0.03, -1.58], [0.53, 0.08, 0.75], [-0.39, -0.14, -0.26], [0.26, -0.21, 0.19], [0.01, -1.37, 1.29], [-0.19, 1.41, -0.50], [0.38, 0.19, 0.21], [0.06, 0.01, -0.07], [-0.07, -0.20, -0.02], [-0.07, 0.26, 0.00], [-0.22, 0.08, -0.15], [0.01, -0.15, 0.02], [-0.22, -0.03, 0.11], [0.23, 0.02, -0.32]], "nbo_charge": [0.34, -0.57, 0.23, -0.08, -0.17, -0.45, -0.39, -0.62, 0.23, 0.21, 0.23, 0.21, 0.21, 0.20, 0.21, 0.22]}

Record 4
{"formula": "C6H9N", "method": "wB97M-V/def2-TZVPD", "energy_ev": -7854.8835, "elements": ["C", "C", "C", "C", "C", "C", "N", "H", "H", "H", "H", "H", "H", "H", "H", "H"], "xyz": [[-0.4014, 0.6801, -2.1957], [0.0601, 1.3813, -1.1747], [0.2705, -0.6981, 0.6895], [-1.2794, -0.2848, -1.4676], [-0.6404, 0.4274, -0.2280], [1.1694, -0.2478, 1.8374], [-0.0636, -1.8650, 0.2609], [-0.1623, 0.8974, -3.2233], [0.6753, 2.2405, -1.0281], [-2.3139, -0.0676, -1.5192], [-1.1023, -1.3342, -1.5390], [-1.3646, 0.7982, 0.5336], [2.0883, -0.1284, 1.3957], [1.3897, -0.8911, 2.7011], [0.7331, 0.7372, 2.0465], [0.3345, -2.7017, 0.7611]], "forces_ev_per_a": [[0.63, 1.13, -1.90], [-0.64, -1.29, 1.07], [-2.39, -0.91, -2.03], [1.27, 1.05, 0.77], [0.91, -1.74, 3.23], [-2.43, 0.15, -0.40], [1.32, -0.23, 1.59], [-0.33, -0.37, -0.55], [0.31, 0.31, -0.06], [-1.16, 0.24, -0.26], [0.17, -0.44, -0.17], [0.36, 0.15, -0.50], [2.43, 0.79, -1.11], [-0.93, 0.02, -0.28], [0.60, -0.17, 0.78], [-0.12, 1.31, -0.17]], "nbo_charge": [-0.15, -0.23, 0.35, -0.44, -0.24, -0.70, -0.67, 0.19, 0.21, 0.21, 0.25, 0.20, 0.23, 0.23, 0.23, 0.34]}

Record 5
{"formula": "C6H9N", "method": "wB97M-V/def2-TZVPD", "smiles": "Cc1c[nH]c(C)c1", "energy_ev": -7858.0021, "elements": ["C", "C", "C", "N", "C", "C", "C", "H", "H", "H", "H", "H", "H", "H", "H", "H"], "xyz": [[2.2624, 0.6522, 1.1622], [1.0484, 0.0205, 0.5365], [0.9828, -1.1084, -0.2450], [-0.2816, -1.1815, -0.7816], [-1.0425, -0.1263, -0.3441], [-2.4214, 0.1115, -0.8757], [-0.2488, 0.6128, 0.5013], [2.9085, -0.0636, 1.6815], [1.9653, 1.4271, 1.8786], [2.8749, 1.1453, 0.3948], [1.7255, -1.8656, -0.4620], [-0.6134, -1.9167, -1.3862], [-3.1970, -0.4938, -0.3907], [-2.6893, 1.1647, -0.7530], [-2.4470, -0.1043, -1.9513], [-0.5582, 1.4635, 1.0972]], "forces_ev_per_a": [[0.05, -0.02, 0.04], [0.01, -0.08, -0.05], [0.13, 0.08, 0.07], [-0.09, 0.03, 0.05], [0.05, -0.06, 0.01], [-0.06, 0.02, 0.00], [-0.03, -0.03, -0.03], [-0.15, 0.06, -0.07], [0.06, -0.20, -0.09], [-0.12, -0.09, 0.16], [-0.10, 0.19, -0.02], [0.08, 0.17, 0.10], [0.17, 0.05, -0.04], [0.02, -0.18, 0.03], [-0.06, 0.03, 0.17], [0.02, 0.04, -0.33]], "nbo_charge": [-0.62, -0.10, -0.09, -0.51, 0.13, -0.64, -0.30, 0.21, 0.21, 0.21, 0.21, 0.41, 0.22, 0.23, 0.21, 0.21]}

Record 6
{"formula": "C6H9N", "method": "wB97M-V/def2-TZVPD", "smiles": "CCc1cc[nH]c1", "energy_ev": -7857.5877, "elements": ["C", "C", "C", "C", "C", "N", "C", "H", "H", "H", "H", "H", "H", "H", "H", "H"], "xyz": [[1.8201, 0.5931, -1.2707], [0.3279, 0.3234, -1.3826], [-0.3359, -0.0037, -0.0830], [0.0329, -1.1037, 0.7545], [-0.8998, -1.2074, 1.7489], [-1.7051, -0.1119, 1.6561], [-1.3885, 0.6244, 0.5310], [2.2909, 0.7487, -2.2417], [2.3804, -0.1766, -0.7466], [1.9901, 1.5380, -0.7564], [0.1228, -0.4510, -2.1216], [-0.1364, 1.2260, -1.7827], [0.9486, -1.6257, 0.5251], [-1.1151, -2.0300, 2.4094], [-2.5128, 0.0414, 2.2317], [-1.8200, 1.6149, 0.5286]], "forces_ev_per_a": [[0.36, 0.46, -0.14], [-0.04, 0.62, 0.00], [0.28, 0.14, 0.41], [-0.08, 0.30, -1.15], [0.38, -0.07, 0.01], [-0.31, -0.38, -0.12], [-0.14, 0.05, 1.05], [-0.10, -0.26, -0.18], [-0.06, -0.16, 0.05], [-0.05, -0.02, 0.33], [0.04, -0.21, 0.07], [-0.09, 0.04, -0.09], [-0.34, -0.71, 0.32], [0.17, 0.23, 0.35], [0.02, 0.07, -0.03], [-0.04, -0.08, -0.87]], "nbo_charge": [-0.60, -0.41, -0.08, -0.31, -0.06, -0.51, -0.09, 0.21, 0.20, 0.20, 0.21, 0.21, 0.22, 0.21, 0.41, 0.21]}

Record 7
{"formula": "C6H9N", "method": "wB97M-V/def2-TZVPD", "smiles": "C=C=C1C[C@@H]2N[C@H]12.[H][H]", "energy_ev": -7852.2999, "elements": ["C", "C", "C", "C", "C", "N", "C", "H", "H", "H", "H", "H", "H", "H", "H", "H"], "xyz": [[2.2334, 1.1054, 1.0109], [1.5830, 0.1362, 0.4130], [0.5133, -0.4712, -0.0201], [0.0613, -1.6184, -0.9147], [-1.3655, -1.0904, -0.7849], [-1.4004, 0.3089, -1.2247], [-0.9817, -0.0249, 0.1476], [2.4490, 2.0356, 0.4849], [2.4733, 1.0823, 2.0706], [0.1671, -2.5911, -0.4238], [0.4648, -1.6535, -1.9291], [-2.2694, -1.6767, -0.7185], [-2.3686, 0.6302, -1.2120], [-1.6075, 0.2921, 0.9818], [0.3414, 1.9010, 1.1927], [-0.2936, 1.6345, 0.9265]], "forces_ev_per_a": [[0.41, -0.35, -0.12], [-0.55, 0.23, 0.19], [-0.20, 0.39, 0.24], [0.08, -0.11, -0.13], [-0.30, -0.51, -0.20], [-0.09, -0.02, -0.21], [0.08, -0.34, 0.18], [0.15, -0.28, -0.03], [0.25, -0.23, -0.16], [0.06, 0.12, -0.07], [0.06, 0.00, 0.13], [0.00, -0.06, -0.19], [0.15, -0.07, 0.08], [0.54, -0.12, -0.14], [-0.47, 0.50, 0.17], [-0.17, 0.86, 0.26]], "nbo_charge": [-0.45, 0.10, -0.09, -0.42, -0.09, -0.59, -0.12, 0.22, 0.22, 0.22, 0.22, 0.21, 0.36, 0.23, 0.01, -0.02]}

Record 8
{"formula": "C6H9N", "method": "wB97M-V/def2-TZVPD", "smiles": "CC#CC[C@H]1CN1", "energy_ev": -7854.7850, "elements": ["C", "C", "C", "C", "C", "C", "N", "H", "H", "H", "H", "H", "H", "H", "H", "H"], "xyz": [[2.5938, 0.7869, 2.0196], [1.6659, 0.1198, 1.0969], [0.9156, -0.4289, 0.3258], [0.0025, -1.0940, -0.6267], [-1.4279, -0.6745, -0.3413], [-1.8577, 0.7062, -0.8614], [-2.4028, -0.5249, -1.3808], [2.6496, 1.8612, 1.8107], [3.6054, 0.3720, 1.9333], [2.2691, 0.6686, 3.0589], [0.1706, -2.1783, -0.5835], [0.2084, -0.7563, -1.6449], [-1.7977, -1.0967, 0.6133], [-1.4246, 1.2888, -1.6933], [-2.2448, 1.3630, -0.0866], [-3.3640, -0.7866, -1.2240]], "forces_ev_per_a": [[-0.01, 0.02, 0.02], [-0.34, -0.27, -0.37], [0.38, 0.18, 0.21], [0.04, 0.00, -0.21], [0.21, 0.45, -0.08], [0.13, -0.06, 0.43], [-0.20, -0.39, -0.75], [-0.01, -0.19, 0.00], [-0.23, 0.06, -0.02], [0.03, -0.02, -0.17], [-0.19, 0.16, -0.03], [0.24, -0.13, 0.00], [0.12, 0.99, -0.27], [0.70, -0.47, 0.86], [-0.90, -0.31, -0.18], [0.04, -0.01, 0.55]], "nbo_charge": [-0.68, 0.00, -0.02, -0.48, -0.04, -0.28, -0.61, 0.23, 0.23, 0.23, 0.23, 0.24, 0.20, 0.20, 0.19, 0.37]}

Record 9
{"formula": "C6H9N2O", "method": "wB97M-V/def2-TZVPD", "charge": 1, "energy_ev": -11387.2187, "elements": ["C", "C", "C", "C", "C", "C", "N", "N", "O", "H", "H", "H", "H", "H", "H", "H", "H", "H"], "xyz": [[0.9748, -1.6320, 2.5341], [-0.3592, -1.8366, 2.9887], [1.1458, -0.9616, 1.3709], [-1.4117, -1.3925, 2.1760], [-0.0363, 2.5536, -3.3364], [-0.1206, 1.2684, -2.4528], [0.0628, -0.5142, 0.7159], [-1.1671, -0.7400, 1.0746], [0.5289, 1.0518, -1.4028], [1.8388, -1.9510, 3.0504], [-0.4837, -2.2224, 4.0171], [2.1520, -0.8753, 1.0327], [-2.4668, -1.5697, 2.2740], [-1.0372, 2.8905, -3.3004], [0.7802, 3.3098, -3.1098], [0.1683, 2.1326, -4.4521], [-0.8262, 0.5127, -2.9710], [0.2572, -0.0239, -0.2091]], "forces_ev_per_a": [[-2.79, -0.36, 1.05], [1.56, 0.31, 0.76], [-0.83, -0.10, -0.25], [0.69, -0.49, 0.30], [2.54, -2.41, -1.19], [1.53, 0.42, 0.12], [1.71, -0.37, -0.33], [0.05, 0.81, -1.49], [-1.89, 0.36, -2.61], [0.53, -0.42, 0.74], [-0.30, -0.11, -0.93], [0.25, 0.74, -0.98], [-0.15, -0.13, 0.79], [-1.05, 0.99, -0.25], [-1.32, -1.03, 0.11], [-0.61, 0.99, 2.52], [0.83, 0.63, 1.30], [-0.74, 0.17, 0.33]], "nbo_charge": [-0.19, -0.11, 0.06, 0.01, -0.72, 0.49, -0.23, -0.12, -0.61, 0.26, 0.26, 0.26, 0.25, 0.25, 0.26, 0.25, 0.14, 0.47]}

Record 10
{"formula": "C6H9N2O2", "method": "wB97M-V/def2-TZVPD", "charge": -1, "energy_ev": -13444.5643, "elements": ["C", "C", "C", "C", "N", "N", "H", "H", "H", "H", "H", "H", "C", "C", "O", "O", "H", "H", "H"], "xyz": [[-0.2102, -3.1694, -0.9326], [0.4778, -1.9866, -0.3023], [2.1348, -1.1394, 0.7825], [0.0035, -0.9528, 0.4424], [1.8431, -2.1057, -0.0337], [1.0625, -0.3284, 1.0597], [2.9977, -1.0865, 1.4266], [-0.8162, -2.8180, -1.7691], [-0.7468, -3.7731, -0.2067], [1.0163, 0.6997, 1.1785], [-0.9782, -0.5419, 0.5973], [0.5974, -3.7411, -1.3821], [-2.1291, 1.7983, -1.0944], [-1.1019, 2.4292, -0.1223], [-1.3734, 3.4297, 0.5546], [-0.0471, 1.7276, -0.0165], [-2.9609, 2.4951, -1.2440], [-2.5912, 1.0610, -0.4295], [-1.7111, 1.4374, -2.0229]], "forces_ev_per_a": [[0.69, 1.11, -0.72], [0.38, -0.77, 1.44], [-0.15, 0.91, 0.36], [-0.44, 0.81, -0.47], [0.00, -0.54, 0.16], [-0.15, -1.04, -0.03], [0.56, 0.26, -0.59], [-0.50, -0.30, 0.18], [-0.21, -0.03, -0.11], [-0.04, -0.54, 0.01], [-0.06, -0.01, -0.39], [-0.04, -0.37, 0.06], [-0.87, 1.25, 1.32], [1.09, -0.62, 0.27], [-0.59, 0.24, -0.32], [-0.14, 0.52, -0.22], [0.23, 0.13, -0.41], [0.18, -0.65, -0.59], [0.07, -0.36, 0.06]], "nbo_charge": [-0.63, 0.04, 0.16, -0.04, -0.50, -0.56, 0.17, 0.21, 0.20, 0.48, 0.22, 0.22, -0.74, 0.77, -0.76, -0.85, 0.19, 0.20, 0.21]}